18
Properties=species:S:1:pos:R:3:forces:R:3:mulliken_charge:R:1 method="wB97M-V/def2-TZVPD" multiplicity=3 homo_lumo_gap_ev="6.503 / 6.208" homo_ev="-7.0 / -8.9"
C 1.5034 -2.3749 0.1971 -1.77 -0.26 -0.45 0.89
C 1.3766 -1.2080 0.7561 0.38 0.15 1.70 -0.49
C -0.8840 -0.1300 -0.5216 -1.77 1.37 -1.07 0.72
C 0.9781 -0.7486 2.0937 2.12 -1.97 2.28 -1.04
C -0.3805 -0.3969 -1.8660 2.51 -0.64 -4.06 -0.96
C -0.9486 1.3683 -0.2848 -0.18 0.33 -2.47 -1.40
O 1.4741 -3.2186 -0.5945 0.76 -0.85 -0.38 -0.36
S -1.7086 -1.2374 0.3119 0.04 -0.20 0.62 -0.12
I 3.0320 0.1351 -0.1280 0.85 1.03 -0.55 -0.08
H 0.6193 -1.5108 2.8039 0.12 -0.62 -0.76 0.36
H 0.1984 -0.0999 2.1869 -1.99 2.32 -0.67 0.27
H 1.8148 -0.3385 2.6898 -0.05 0.20 -0.78 0.37
H 0.8112 -0.4152 -1.9084 -2.37 0.40 0.21 0.09
H -0.7048 0.3905 -2.6618 0.64 -0.86 1.70 0.30
H -0.6454 -1.3535 -2.4175 -0.01 0.76 1.45 0.32
H -0.1565 1.9153 -0.8169 0.41 -0.41 0.62 0.33
H -1.0837 1.6866 0.6864 0.10 0.41 2.28 0.40
H -1.8084 1.8575 -0.8266 0.22 -1.16 0.31 0.39

106
Properties=species:S:1:pos:R:3:forces:R:3:mulliken_charge:R:1 method="wB97M-V/def2-TZVPD" homo_lumo_gap_ev=7.501 smiles="CCCB(CCCCCCCCCOC)P(CC)CC.CN(C)C=O.CN(C)C=O.CN(C)C=O.CN(C)C=O" homo_ev=-7.0
C 3.0525 -0.9637 5.1635 0.73 -0.66 -0.84 -0.90
C 3.7639 -0.7899 3.6668 -0.78 0.35 0.41 -0.10
C 2.7062 -0.1465 2.5430 1.02 -0.04 0.82 0.60
B 3.4108 0.0040 1.0347 -1.47 0.75 -0.15 -0.24
C 2.6849 0.9027 -0.1471 -0.20 0.03 -0.56 -0.66
C 1.0178 0.8459 -0.0739 0.42 0.20 -1.64 0.48
C 0.3535 2.3299 0.1330 0.10 -0.07 -0.09 -0.82
C 0.0819 2.7641 1.6890 -1.04 0.75 0.04 -0.24
C -0.6399 1.6236 2.6186 0.39 0.25 1.00 0.19
C -2.2163 1.3366 2.2757 0.00 -0.14 0.40 0.08
C -2.4881 0.3659 0.9853 -1.20 0.12 -0.32 0.50
C -2.4822 -1.2418 1.3025 0.15 -0.49 -0.70 -0.64
C -1.4402 -1.7212 2.4723 0.39 -0.19 0.21 0.44
O -1.6516 -3.1357 2.9235 0.55 0.89 -2.02 -0.47
C -1.5812 -4.0646 1.7853 -1.17 -0.03 -0.18 -0.53
P 5.1219 -0.9084 0.8009 1.48 -0.78 0.02 0.11
C 4.8512 -2.5610 -0.1947 0.13 -0.48 0.22 -0.59
C 3.7988 -3.4474 0.6978 0.11 0.27 0.90 -0.59
C 6.3769 0.2277 -0.1088 0.34 0.55 -0.64 -0.49
C 6.2815 1.7042 0.6200 -0.36 -0.78 0.11 -0.70
H 1.9693 -1.3733 4.9581 2.01 0.98 0.73 0.18
H 3.6673 -1.8209 5.7223 -1.42 2.01 -0.98 0.32
H 3.0763 0.0285 5.7968 -0.27 -2.06 -1.32 0.27
H 4.6903 -0.0417 3.7163 -1.86 -1.95 -0.05 0.17
H 4.0962 -1.8703 3.3508 -0.43 2.35 0.44 0.02
H 1.7166 -0.7902 2.5148 1.85 1.41 0.13 -0.59
H 2.4879 0.9636 2.9189 -0.01 -2.27 -0.83 0.09
H 3.0526 0.4694 -1.1968 -0.82 0.96 2.12 0.15
H 3.0297 2.0414 -0.1577 -0.67 -2.32 0.18 0.17
H 0.6844 0.4836 -1.1615 0.58 0.71 2.35 0.33
H 0.6393 0.0206 0.6645 0.69 1.82 -1.25 -0.45
H 1.0747 3.1500 -0.3375 -1.49 -1.81 0.86 0.44
H -0.6420 2.3434 -0.5203 1.98 0.16 1.71 0.20
H 1.0467 3.1935 2.2454 -1.86 -1.24 -1.37 0.25
H -0.6725 3.6885 1.6502 1.63 -1.98 0.13 0.19
H 0.0326 0.6393 2.6642 -1.66 2.09 -0.25 -0.47
H -0.6169 2.0466 3.7350 -0.03 -0.83 -2.34 0.30
H -2.7680 2.3903 2.1974 1.32 -2.43 -0.17 -0.69
H -2.7205 0.7959 3.2129 1.12 1.13 -1.93 0.33
H -3.5895 0.6230 0.6024 2.50 -0.59 0.80 -0.14
H -1.7848 0.5415 0.0668 -1.11 -0.06 1.98 0.04
H -2.1361 -1.7754 0.2919 -0.75 1.07 2.17 0.26
H -3.5967 -1.6320 1.4767 2.51 0.85 0.08 0.21
H -1.4758 -1.0777 3.4606 -0.19 -1.35 -2.13 0.16
H -0.3208 -1.6610 2.0767 -2.23 -0.01 0.57 -0.28
H -2.6369 -4.0304 1.2498 2.15 -0.26 0.85 0.20
H -1.4227 -5.1571 2.2055 -0.10 2.40 -0.87 0.24
H -0.7787 -3.7322 0.9983 -1.23 -0.79 1.57 0.20
H 5.9021 -3.1257 -0.1609 -2.34 1.27 -0.25 0.31
H 4.5124 -2.3498 -1.2949 0.54 -0.66 2.02 0.32
H 3.7155 -4.5669 0.3566 0.09 2.29 0.47 0.24
H 2.7260 -2.9386 0.7793 2.21 -1.14 -0.43 0.18
H 4.2155 -3.4649 1.8148 -0.83 -0.05 -2.47 0.10
H 6.1771 0.2622 -1.2790 0.66 0.19 2.40 0.31
H 7.4564 -0.1981 0.1144 -2.29 0.67 -0.64 0.37
H 5.9666 1.4981 1.7416 0.66 0.58 -2.15 0.16
H 7.3206 2.2481 0.6317 -2.19 -0.93 -0.20 0.33
H 5.4285 2.3207 0.1046 1.85 -0.96 1.06 0.13
C 5.8752 -9.1302 -0.0016 0.02 0.19 -0.15 -0.92
N 6.1260 -7.7098 -0.1271 0.19 0.56 1.23 0.12
C 6.1316 -7.1147 -1.4475 0.07 0.32 0.11 -0.87
C 6.3587 -6.9089 0.9707 -0.02 0.21 -0.75 0.08
O 6.5771 -5.7046 0.9373 -0.21 -0.96 -0.27 -0.54
H 6.6436 -9.6750 -0.5574 -0.14 -0.18 0.08 0.33
H 4.8898 -9.3534 -0.4201 0.08 -0.22 0.07 0.33
H 5.8998 -9.4434 1.0457 0.01 0.13 -0.16 0.29
H 7.1087 -6.6562 -1.6272 -0.17 0.03 -0.15 0.29
H 5.3640 -6.3362 -1.4907 0.14 -0.02 -0.18 0.23
H 5.9333 -7.8701 -2.2125 0.03 0.07 0.23 0.37
H 6.3316 -7.4634 1.9229 -0.02 -0.09 -0.08 0.30
C -6.0847 5.0738 3.7323 0.19 0.03 0.09 -0.93
N -4.6404 5.1199 3.6437 0.50 -0.42 -1.25 0.11
C -3.8836 5.5768 4.7910 0.30 -0.05 -0.15 -0.95
C -3.9657 4.7425 2.5021 -0.04 0.30 0.64 0.25
O -2.7498 4.7564 2.3588 -0.80 0.20 0.41 -0.64
H -6.4583 6.0807 3.9387 -0.19 -0.12 0.01 0.34
H -6.3674 4.4017 4.5475 -0.20 0.08 -0.08 0.34
H -6.5252 4.7117 2.7994 0.16 0.03 0.13 0.29
H -3.2931 6.4516 4.5027 0.03 -0.09 0.21 0.30
H -3.2027 4.7813 5.1083 0.01 0.20 0.10 0.27
H -4.5522 5.8394 5.6151 0.04 -0.08 -0.22 0.39
H -4.6375 4.4128 1.6929 -0.06 -0.02 0.10 0.18
C -5.0165 1.8092 -3.8125 0.12 -0.44 0.17 -1.06
N -5.2080 1.3534 -2.4517 0.10 1.25 1.31 0.24
C -5.5492 -0.0351 -2.2209 0.00 0.06 0.34 -0.85
C -5.0752 2.2000 -1.3718 -0.22 -0.90 -0.57 0.11
O -5.2225 1.8824 -0.1985 -0.08 0.06 -0.64 -0.66
H -5.9409 1.6449 -4.3734 0.11 0.08 -0.17 0.33
H -4.2033 1.2356 -4.2661 -0.36 0.30 0.06 0.51
H -4.7643 2.8728 -3.8397 0.00 -0.20 0.08 0.24
H -6.5086 -0.0837 -1.6969 0.10 -0.19 -0.02 0.32
H -4.7800 -0.4909 -1.5902 -0.17 -0.13 -0.05 0.18
H -5.6188 -0.5783 -3.1671 0.06 0.22 0.13 0.37
H -4.8145 3.2311 -1.6612 0.00 -0.06 -0.12 0.32
C -3.0399 3.8032 -9.0822 -0.17 -0.10 0.03 -0.91
N -3.6484 2.8996 -8.1286 0.85 -0.23 1.23 0.12
C -4.9488 2.3374 -8.4295 -0.04 -0.20 0.28 -0.91
C -3.0279 2.5593 -6.9454 -0.60 -0.06 -0.59 0.07
O -3.4837 1.8038 -6.0966 0.29 0.55 -1.17 -0.59
H -3.6986 4.6650 -9.2222 0.18 0.04 -0.14 0.34
H -2.9117 3.2791 -10.0335 0.08 0.22 -0.03 0.33
H -2.0649 4.1502 -8.7292 -0.18 -0.11 0.01 0.29
H -5.6520 2.6251 -7.6422 -0.07 -0.14 -0.17 0.27
H -4.8692 1.2463 -8.4492 -0.20 0.10 -0.02 0.29
H -5.3111 2.6975 -9.3961 0.17 -0.01 0.19 0.37
H -2.0456 3.0429 -6.8187 -0.05 0.03 -0.10 0.29

21
Properties=species:S:1:pos:R:3:forces:R:3:mulliken_charge:R:1 method="wB97M-V/def2-TZVPD" homo_lumo_gap_ev=10.171 smiles="CC(=O)NC(C)C.O" relative_energy_kj_mol=39.1 homo_ev=-9.6
C 1.4528 0.0680 2.0086 -0.14 -0.56 0.16 -1.06
C 0.5898 -0.6871 1.0290 0.36 -0.38 0.16 0.63
O 0.8549 -1.8290 0.6997 -0.03 0.01 0.03 -0.64
N -0.4242 0.0186 0.4734 -0.26 0.28 -0.35 -0.24
C -1.2813 -0.5134 -0.5982 0.70 0.23 0.04 0.31
C -0.4576 -0.9799 -1.8067 -0.04 0.99 -0.23 -1.34
C -2.1946 0.6209 -1.0356 -0.75 -0.60 0.64 -1.41
H 1.7825 -0.6397 2.7704 0.08 0.11 -0.09 0.37
H 2.3065 0.3976 1.4194 0.08 0.28 0.22 0.21
H 0.9411 0.8956 2.4931 0.09 0.21 -0.11 0.32
H -0.7775 0.7890 1.0171 -0.07 0.05 -0.08 0.40
H -1.7957 -1.3758 -0.1802 -0.42 -0.05 -0.13 0.28
H -0.0264 -0.1176 -2.3460 -0.18 -0.08 0.32 0.27
H 0.3785 -1.5913 -1.5104 -0.07 -0.52 -0.03 0.43
H -1.1328 -1.4542 -2.5214 0.17 -0.32 0.13 0.38
H -2.9106 0.9233 -0.2544 0.52 0.17 0.06 0.36
H -2.8552 0.2531 -1.8118 0.14 0.13 -0.54 0.43
H -1.5750 1.4535 -1.3703 -0.27 0.07 -0.12 0.32
O 1.5345 2.1883 -0.5753 -0.12 0.36 0.08 -0.61
H 1.6460 3.1395 -0.4550 0.10 -0.13 -0.08 0.31
H 0.6302 2.0191 -0.2836 0.12 -0.23 -0.08 0.28